Computed, not measured: one molecule with the formula C17H26N4O2S, with ωB97M-V/def2-TZVPD.

As for the HOMO energy: -0.273 hartree. For the relative energy (zero: lowest compared OMol25 entry of this formula, charge and spin), the calculation gives 279.3 kJ/mol. The SMILES is COCC/N=C1\NN=C(c2cc(C)n(C[C@H]3CCCO3)c2C)CS1. Its spin multiplicity is 1. Its total energy is -38939.9525 eV. The value obtained for the maximum force is 0.86 eV Å⁻¹.

Cartesian coordinates (Å):
C1 6.748 4.136 1.553
O1 5.391 3.997 1.211
C2 4.664 3.125 2.041
C3 4.997 1.636 1.822
N1 4.102 0.788 2.555
C4 2.924 0.533 2.161
N2 2.307 0.995 1.024
N3 1.215 0.458 0.404
C5 0.269 -0.049 1.106
C6 -0.866 -0.654 0.457
C7 -2.095 -1.009 1.081
C8 -2.906 -1.554 0.130
C9 -4.293 -2.075 0.256
N4 -2.219 -1.564 -1.059
C10 -2.734 -2.025 -2.318
C11 -3.435 -0.905 -3.117
C12 -3.577 -1.267 -4.607
C13 -4.990 -0.797 -4.945
C14 -5.695 -1.020 -3.610
O2 -4.747 -0.664 -2.624
C15 -0.988 -1.009 -0.880
C16 0.007 -0.896 -1.977
C17 0.324 -0.024 2.607
S1 1.984 -0.573 3.160
H1 7.138 4.939 0.930
H2 6.863 4.405 2.610
H3 7.317 3.221 1.357
H4 4.821 3.373 3.101
H5 3.613 3.303 1.796
H6 4.992 1.434 0.738
H7 5.997 1.420 2.206
H8 2.921 1.439 0.351
H9 -2.363 -0.857 2.107
H10 -4.329 -3.151 0.078
H11 -4.658 -1.883 1.261
H12 -4.949 -1.580 -0.459
H13 -1.906 -2.415 -2.914
H14 -3.452 -2.829 -2.139
H15 -2.870 0.026 -2.981
H16 -2.813 -0.789 -5.216
H17 -3.502 -2.348 -4.735
H18 -5.445 -1.356 -5.758
H19 -4.991 0.265 -5.193
H20 -6.576 -0.394 -3.463
H21 -5.984 -2.076 -3.498
H22 -0.350 -0.239 -2.769
H23 0.222 -1.872 -2.414
H24 0.920 -0.479 -1.565
H25 -0.385 -0.706 3.066
H26 0.169 0.989 2.985

These are the natural (NBO) partial charges, in e, on atoms 1 to 8: number 1, C, carries -0.2499; number 2, O, carries -0.5358; number 3, C, carries -0.0652; number 4, C, carries -0.2721; number 5, N, carries -0.5151; number 6, C, carries 0.2755; number 7, N, carries -0.4716; number 8, N, carries -0.2682

Computed, not measured: one molecule with the formula C2H3NO3, with ωB97M-V/def2-TZVPD.

As for the HOMO energy: -0.389 hartree. For the relative energy (zero: lowest compared OMol25 entry of this formula, charge and spin), the calculation gives 348.2 kJ/mol. The SMILES is O=C(O)/C=N\O. Its spin multiplicity is 1. Its total energy is -9752.4808 eV. The value obtained for the maximum force is 4.76 eV Å⁻¹.

Cartesian coordinates (Å):
O1 -1.361 -0.833 1.950
C1 -0.708 -0.341 1.124
O2 0.022 0.754 1.380
C2 -0.181 -0.932 -0.211
N1 0.343 -0.354 -1.197
O3 0.390 1.093 -1.201
H1 0.663 1.156 0.682
H2 -0.188 -1.986 -0.510
H3 1.020 1.443 -2.017

These are the natural (NBO) partial charges, in e, on atoms 1 to 8: number 1, O, carries -0.5115; number 2, C, carries 0.7520; number 3, O, carries -0.7034; number 4, C, carries -0.0888; number 5, N, carries -0.0930; number 6, O, carries -0.6237; number 7, H, carries 0.5259; number 8, H, carries 0.2362

Computed, not measured: C28H19BrClMgN6O4S as an isolated structure, with ωB97M-V/def2-TZVPD.

As for the HOMO energy: -0.175 hartree. For the relative energy (zero: lowest compared OMol25 entry of this formula, charge and spin), the calculation gives 35.3 kJ/mol. Its total charge is -1. Its spin multiplicity is 1. Its total energy is -145326.3485 eV. The value obtained for the maximum force is 1.35 eV Å⁻¹.

Cartesian coordinates (Å):
Mg1 -0.827 -1.227 0.173
N1 -3.932 -2.930 3.152
C1 -3.068 -2.589 2.156
S1 -1.391 -2.772 2.404
N2 -3.733 -2.172 1.061
N3 -2.932 -1.641 0.127
C2 -3.477 -1.413 -1.019
C3 -2.717 -0.687 -2.044
C4 -3.253 -0.476 -3.312
C5 -2.543 0.267 -4.233
C6 -1.316 0.814 -3.875
C7 -0.841 0.555 -2.606
N4 -1.501 -0.194 -1.704
H1 -3.536 -3.056 4.060
H2 -4.872 -2.584 3.075
H3 -4.500 -1.714 -1.212
H4 -4.216 -0.909 -3.557
H5 -2.941 0.426 -5.228
H6 -0.735 1.412 -4.565
H7 0.116 0.957 -2.289
Br1 1.750 -1.307 2.055
C8 0.972 0.035 3.150
C9 1.590 0.243 4.348
C10 1.121 1.260 5.210
C11 0.063 2.030 4.830
C12 -0.586 1.817 3.583
C13 -1.683 2.637 3.210
C14 -2.304 2.437 2.015
C15 -1.865 1.402 1.148
C16 -0.819 0.542 1.426
C17 -0.156 0.787 2.688
H8 2.441 -0.369 4.630
H9 1.610 1.419 6.166
H10 -0.306 2.822 5.476
H11 -2.008 3.420 3.890
H12 -3.143 3.066 1.731
H13 -2.416 1.283 0.214
O1 1.576 -3.281 -4.944
C18 2.379 -2.288 -4.647
O2 3.253 -1.921 -5.400
C19 2.188 -1.640 -3.302
C20 2.927 -0.573 -2.841
Cl1 4.170 0.302 -3.607
N5 2.463 -0.229 -1.613
N6 1.422 -1.006 -1.257
C21 1.243 -1.856 -2.252
C22 0.095 -2.843 -2.065
O3 -0.237 -3.550 -3.033
O4 -0.455 -2.843 -0.917
C23 2.871 0.834 -0.723
C24 4.210 1.060 -0.449
C25 4.557 2.058 0.454
C26 3.573 2.807 1.088
C27 2.233 2.552 0.820
C28 1.880 1.571 -0.093
H14 0.891 -3.431 -4.208
H15 4.974 0.448 -0.907
H16 5.605 2.233 0.675
H17 3.850 3.570 1.808
H18 1.448 3.099 1.338
H19 0.834 1.335 -0.258

These are the natural (NBO) partial charges, in e, on atoms 1 to 8: number 1, Mg, carries 1.7048; number 2, N, carries -0.8006; number 3, C, carries 0.2818; number 4, S, carries -0.4147; number 5, N, carries -0.4676; number 6, N, carries -0.2882; number 7, C, carries -0.0442; number 8, C, carries 0.1930

Computed, not measured: one molecule with the formula C4H4FNS, with ωB97M-V/def2-TZVPD.

As for the HOMO energy: -0.307 hartree. For the relative energy (zero: lowest compared OMol25 entry of this formula, charge and spin), the calculation gives 56.7 kJ/mol. The SMILES is F/C=C1\C=NSC1. Its spin multiplicity is 1. Its total energy is -19254.3246 eV. The value obtained for the maximum force is 1.31 eV Å⁻¹.

Cartesian coordinates (Å):
F1 1.792 0.578 -1.776
C1 0.890 0.990 -0.859
C2 0.170 0.130 -0.167
C3 0.268 -1.322 -0.322
N1 -0.485 -2.069 0.415
S1 -1.476 -1.149 1.443
C4 -0.859 0.477 0.883
H1 0.857 2.071 -0.787
H2 0.928 -1.804 -1.019
H3 -0.430 1.000 1.727
H4 -1.656 1.097 0.463

These are the natural (NBO) partial charges, in e, on atoms 1 to 8: number 1, F, carries -0.3302; number 2, C, carries 0.2725; number 3, C, carries -0.1811; number 4, C, carries 0.0412; number 5, N, carries -0.5014; number 6, S, carries 0.4159; number 7, C, carries -0.5783; number 8, H, carries 0.1747

Computed, not measured: C6H5InNO2 as an isolated structure, with ωB97M-V/def2-TZVPD.

As for the HOMO energy: -0.814 hartree. For the relative energy (zero: lowest compared OMol25 entry of this formula, charge and spin), the calculation gives 158.8 kJ/mol. Its total charge is +3. Its spin multiplicity is 1. Its total energy is -17020.1873 eV. The value obtained for the maximum force is 5.16 eV Å⁻¹.

Cartesian coordinates (Å):
In1 -3.192 3.426 -2.672
C1 0.733 -0.763 1.997
C2 1.531 -1.089 0.880
C3 1.168 -0.676 -0.403
C4 0.033 0.097 -0.609
C5 -0.846 0.325 0.473
C6 -0.445 -0.017 1.752
N1 -0.317 0.410 -2.003
O1 0.277 -0.098 -2.950
O2 -1.184 1.291 -2.148
H1 1.014 -1.070 2.994
H2 2.323 -1.814 1.000
H3 1.862 -0.917 -1.195
H4 -1.799 0.812 0.326
H5 -1.159 0.083 2.556

These are the natural (NBO) partial charges, in e, on atoms 1 to 8: number 1, In, carries 1.0021; number 2, C, carries 0.1749; number 3, C, carries 0.2533; number 4, C, carries -0.2616; number 5, C, carries 0.3134; number 6, C, carries 0.1605; number 7, C, carries -0.2675; number 8, N, carries 0.4577

Computed, not measured: one molecule with the formula C5H9NO, with ωB97M-V/def2-TZVPD.

As for the HOMO energy: -0.287 hartree. For the relative energy (zero: lowest compared OMol25 entry of this formula, charge and spin), the calculation gives 530.1 kJ/mol. Its spin multiplicity is 1. Its total energy is -8863.7182 eV. The value obtained for the maximum force is 0.48 eV Å⁻¹.

Cartesian coordinates (Å):
O1 -2.219 -1.911 0.869
C1 -1.548 -0.955 0.079
C2 0.141 1.923 0.048
C3 0.378 0.496 -0.252
C4 1.554 0.433 -1.147
N1 1.599 1.278 0.061
C5 -0.141 -0.634 0.586
H1 -2.484 -1.473 1.687
H2 -1.490 -1.371 -0.933
H3 -2.106 -0.010 0.018
H4 0.180 2.507 -0.886
H5 1.577 1.012 -2.068
H6 2.179 -0.463 -1.130
H7 2.095 0.980 0.893
H8 0.493 -1.529 0.552
H9 -0.208 -0.282 1.623

These are the natural (NBO) partial charges, in e, on atoms 1 to 8: number 1, O, carries -0.7107; number 2, C, carries -0.0516; number 3, C, carries -0.3828; number 4, C, carries 0.0544; number 5, C, carries -0.2353; number 6, N, carries -0.4204; number 7, C, carries -0.4503; number 8, H, carries 0.4656

Computed, not measured: an isolated ion of composition C5H10NO and charge +1, with ωB97M-V/def2-TZVPD.

As for the HOMO energy: -0.577 hartree. For the relative energy (zero: lowest compared OMol25 entry of this formula, charge and spin), the calculation gives 275.6 kJ/mol. The SMILES is C=[N+](C)C(=O)CC. Its total charge is +1. Its spin multiplicity is 1. Its total energy is -8875.7243 eV. The value obtained for the maximum force is 4.91 eV Å⁻¹.

Cartesian coordinates (Å):
C1 -2.025 -1.379 0.814
N1 -1.288 -0.571 0.165
C2 -1.823 0.389 -0.843
C3 0.398 -0.665 0.556
O1 0.468 -1.380 1.430
C4 1.134 0.274 -0.290
C5 2.464 -0.324 -0.647
H1 -3.086 -1.146 0.612
H2 -1.753 -1.992 1.754
H3 -1.894 -0.194 -1.768
H4 -1.369 1.313 -0.935
H5 -2.927 0.621 -0.636
H6 0.438 0.325 -1.156
H7 1.282 1.166 0.155
H8 3.139 -0.474 0.200
H9 2.429 -1.287 -1.220
H10 2.857 0.480 -1.140

These are the natural (NBO) partial charges, in e, on atoms 1 to 8: number 1, C, carries 0.0840; number 2, N, carries -0.3588; number 3, C, carries -0.4580; number 4, C, carries 0.8215; number 5, O, carries -0.4094; number 6, C, carries -0.5232; number 7, C, carries -0.5987; number 8, H, carries 0.2126